The following is a DFT calculation (ωB97M-V/def2-TZVPD) of a 17-piece molecular cluster, C44H69I2N18OP2 overall at a distorted geometry.

Geometry as XYZ:
```
136
C44H69I2N18OP2, DFT ωB97M-V/def2-TZVPD
C 5.07624 -6.26958 0.70947
C 4.35667 -5.50130 0.11594
C 3.47159 -4.55365 -0.54271
C 2.29749 -5.24551 -1.28758
C 0.87632 -4.86232 -0.86131
P 0.37384 -3.02939 -0.94766
C -0.04984 -1.12001 -0.96226
C 0.83090 -0.41775 0.00967
C 0.39861 0.41146 0.96582
O -1.26467 -3.44239 -1.68796
C -1.70162 -2.73034 -2.64742
N -2.09643 -2.08015 -3.52050
P 1.35235 -2.87235 -3.02499
N 1.06394 -4.07137 -4.04939
C -0.48038 -3.15542 0.83244
I 1.02505 -3.35343 2.40446
C -1.62920 -4.19053 0.93643
C -1.78515 -4.88472 2.29417
I -3.50728 -3.13211 0.67022
H 5.75263 -6.71600 1.38939
H 4.09696 -4.00542 -1.24543
H 3.16138 -3.86014 0.23365
H 2.39332 -6.30856 -1.06381
H 2.47343 -5.18214 -2.35638
H 0.19572 -5.43349 -1.49879
H 0.71139 -5.28457 0.12853
H 1.60272 -2.68469 -0.30216
H -1.09180 -0.89793 -0.72904
H 0.14929 -0.68002 -1.94487
H 1.89960 -0.59534 -0.03495
H -0.54829 0.93228 0.90012
H 1.04116 0.60597 1.81516
H 1.00740 -1.68289 -3.70263
H 2.74923 -2.78380 -2.78361
H 0.41743 -4.72968 -3.62825
H -0.92596 -2.21092 1.11926
H -1.55829 -4.99113 0.21078
H -2.72448 -5.44008 2.26049
H -1.87774 -4.17522 3.10875
H -1.00108 -5.62108 2.44706
C -4.18242 -3.17969 -5.68601
C -4.19012 -4.16850 -6.75853
N -4.19663 -4.94004 -7.60676
H -3.36339 -3.37024 -4.99671
H -4.05971 -2.18342 -6.10359
H -5.12448 -3.22258 -5.14264
C -3.29710 0.93959 -7.52662
C -4.55452 1.08666 -6.80282
N -5.54204 1.20146 -6.23254
H -2.75654 1.88248 -7.52438
H -2.67950 0.18075 -7.04887
H -3.49495 0.64285 -8.55455
C -2.70959 2.13756 3.23045
C -2.48018 0.70058 3.29808
N -2.29344 -0.42921 3.35870
H -2.84332 2.44030 2.19343
H -3.60278 2.39496 3.79786
H -1.86301 2.67304 3.65500
C -1.34022 5.37668 6.30385
C -0.71660 4.88504 5.08378
N -0.21681 4.49724 4.12654
H -2.31934 5.79473 6.07968
H -1.45746 4.55651 7.01083
H -0.71493 6.14808 6.74953
C -3.73872 2.69912 9.22929
C -3.88566 2.77248 7.78417
N -4.01480 2.81786 6.64424
H -3.62924 3.69742 9.64807
H -4.61807 2.22514 9.66263
H -2.85552 2.11281 9.47149
C 0.40638 0.72732 5.89472
C -0.31831 1.45749 6.92435
N -0.88932 2.03460 7.73445
H 1.46564 0.97042 5.94752
H 0.27647 -0.34294 6.04132
H 0.02823 0.99209 4.90906
C -4.54364 -1.52044 9.17408
C -4.67501 -0.89702 10.48655
N -4.77319 -0.38927 11.50907
H -3.57433 -1.27551 8.74425
H -4.62909 -2.60074 9.26845
H -5.32701 -1.15711 8.51223
C 2.20078 6.70761 2.44197
C 3.52763 6.62966 1.84363
N 4.56749 6.56863 1.36543
H 1.45235 6.80116 1.66593
H 1.99749 5.80936 3.02329
H 2.14269 7.57748 3.09233
C 8.42916 -3.93693 0.12303
C 7.20438 -3.15930 0.22850
N 6.22010 -2.57849 0.31092
H 9.10483 -3.46957 -0.58528
H 8.91151 -3.99212 1.09480
H 8.19358 -4.94749 -0.20730
C -0.34436 4.25322 -8.50133
C -0.07606 2.82505 -8.38141
N 0.14163 1.70429 -8.28751
H -0.59029 4.49728 -9.53271
H -1.17989 4.52790 -7.86028
H 0.53482 4.81898 -8.20065
C 6.30208 0.66982 -1.21518
C 5.01119 0.93972 -0.59773
N 3.99856 1.15222 -0.10672
H 6.91224 1.57116 -1.20562
H 6.80972 -0.11884 -0.66267
H 6.15719 0.34568 -2.24377
C 7.35638 -8.84716 3.77499
C 7.84625 -7.67866 3.05569
N 8.23099 -6.76334 2.48488
H 8.03652 -9.68309 3.62608
H 7.28959 -8.62398 4.83761
H 6.36959 -9.11842 3.40480
C 10.87750 -1.77662 2.84306
C 10.69929 -1.72561 1.39814
N 10.53891 -1.68429 0.26505
H 11.02238 -0.77081 3.23141
H 9.99492 -2.21421 3.30636
H 11.74716 -2.38356 3.08605
C 0.84393 7.77022 -1.47354
C 0.70052 8.46524 -0.20087
N 0.58664 8.99493 0.80871
H 1.81669 7.99417 -1.90624
H 0.76325 6.69587 -1.31754
H 0.06225 8.09185 -2.15845
C -8.16723 2.72892 -7.76399
C -9.22157 3.68642 -8.07392
N -10.04915 4.44043 -8.31764
H -8.55558 1.94246 -7.12148
H -7.79202 2.28359 -8.68276
H -7.34891 3.22691 -7.24997
C -11.05499 7.54295 -7.88298
C -12.34518 8.20931 -7.75022
N -13.35894 8.73344 -7.64592
H -10.46900 8.03075 -8.65950
H -10.51396 7.59837 -6.94057
H -11.19510 6.49862 -8.14815
```

## Properties
Kohn-Sham gap: 6.3 eV
Charge: -1
Molecular weight: 1181.92 g mol⁻¹
E_HOMO: -4.745 eV